Below is C4H9N3O as an isolated structure, with properties calculated with ωB97M-V/def2-TZVPD.

Last column: Mulliken charge in e.
Element x y z (Å)
C -0.95997 0.35434 0.07269  -0.448
C 1.68011 -1.61517 0.79190  -1.020
C 0.74820 1.03644 -0.79496  0.731
N -1.39885 1.49435 0.81526  -0.655
N -1.71980 0.04650 -1.11004  -0.580
C 1.03917 -0.92669 -0.35258  0.281
N 1.64941 0.12255 -0.96274  -0.706
O 0.62767 2.22305 -0.91321  -0.555
H -0.98680 -0.49953 0.74960  0.498
H -2.69845 -0.10509 -0.88033  0.243
H -1.67950 0.81153 -1.77470  0.227
H -1.17729 2.35724 0.32455  0.285
H -0.97699 1.53752 1.73585  0.244
H 0.23750 -1.43465 -0.87953  0.491
H 1.00045 -2.30769 1.28793  0.309
H 2.52186 -2.19287 0.38544  0.346
H 2.09327 -0.90181 1.50486  0.309

Its relative energy (zero: lowest compared OMol25 entry of this formula, charge and spin) is 408.31 kJ/mol. The value obtained for the molar mass is 115.14 g/mol. The spin multiplicity is 1. The HOMO energy (spin up / spin down) is -7.808 / -7.807 eV. The calculation puts the HOMO-LUMO gap (spin up / spin down) at 7.20 / 7.20 eV. As for the LUMO energy (spin up / spin down): -0.0223 / -0.0223 Ha.